{
  "formula": "F6Li2Sr2",
  "method": "wB97M-V/def2-TZVPD",
  "mol_weight_g_mol": 303.11,
  "multiplicity": 1,
  "charge": 0,
  "relative_energy_kj_mol": 0.0,
  "orbital_gap_ev": 6.91,
  "symbols": ["Sr", "Sr", "Li", "Li", "F", "F", "F", "F", "F", "F"],
  "xyz": [[-2.5711, 1.1338, 0.7680], [2.8149, -0.4076, -0.2466], [-0.9422, 0.8473, -2.3501], [-0.0779, -0.2448, 0.1045], [-1.3870, -0.7598, 1.6948], [-1.6620, -0.6491, -1.2153], [0.8145, 0.9434, -1.2357], [-0.2267, 1.8943, 1.2332], [2.0891, -0.8213, 2.0711], [1.1484, -1.9363, -0.8240]],
  "forces_ev_per_a": [[3.44, -2.17, 1.22], [-2.59, -1.03, 1.56], [1.16, -1.44, 1.19], [-0.14, -1.01, 0.42], [-1.28, 1.67, -1.07], [-0.38, 2.69, -0.10], [-0.15, -0.29, -0.47], [-2.22, -0.27, -0.91], [1.05, 0.59, -2.04], [1.11, 1.24, 0.20]]
}

{
  "formula": "F6N3Na2O12S6",
  "method": "wB97M-V/def2-TZVPD",
  "mol_weight_g_mol": 586.38,
  "multiplicity": 2,
  "charge": 0,
  "relative_energy_kj_mol": 0.0,
  "s_squared": 0.76,
  "orbital_gap_ev": [9.71, 4.57],
  "symbols": ["Na", "Na", "N", "S", "O", "O", "F", "S", "O", "O", "F", "N", "S", "O", "O", "F", "S", "O", "O", "F", "N", "S", "O", "O", "F", "S", "O", "O", "F"],
  "xyz": [[3.0726, 0.0493, 0.0720], [0.0983, 0.1184, 0.0813], [-2.2108, -0.2912, 0.0850], [-3.2809, 0.6574, -0.7817], [-4.4345, 1.1881, -0.0565], [-3.4570, 0.3332, -2.1832], [-2.2576, 1.9385, -0.8810], [-3.1742, -1.2718, 0.5239], [-3.6499, -2.1659, -0.5269], [-4.1352, -0.9613, 1.6014], [-2.1264, -2.1807, 1.3134], [1.6137, -1.4066, -0.8409], [2.2736, -2.9395, -0.3697], [3.6149, -3.1344, -0.8273], [1.4267, -4.1069, -0.3395], [2.4038, -2.5503, 1.2002], [0.7498, -2.0154, -1.9788], [-0.6084, -2.4556, -1.7173], [1.4592, -2.7334, -3.0481], [0.5956, -0.5482, -2.6177], [1.5635, 1.7414, 0.8503], [0.9655, 3.2240, 0.2970], [1.8889, 4.2527, -0.2913], [-0.3093, 3.6671, 0.7810], [0.4849, 2.5188, -1.0652], [1.7302, 2.3031, 2.2575], [0.5454, 2.3530, 3.1211], [2.6553, 3.4007, 2.5107], [2.5023, 1.0154, 2.8303]],
  "forces_ev_per_a": [[0.73, 0.29, 0.15], [-0.49, 0.22, -0.09], [1.29, 4.78, -2.52], [-1.67, 7.60, -4.62], [2.73, -1.94, -0.72], [0.75, -0.75, 2.74], [-0.92, -1.85, 0.65], [-2.49, -9.42, 6.51], [-0.47, 1.28, 0.84], [1.15, -0.31, -2.41], [-0.76, 0.44, -0.52], [1.51, -3.67, 2.35], [1.59, -2.14, 2.46], [-0.80, 1.20, 0.24], [0.20, 2.12, -0.35], [0.09, 0.38, -0.82], [-2.83, -0.31, -7.45], [1.75, 1.04, 0.78], [-0.84, 1.07, 2.86], [-0.80, 0.20, -0.05], [-0.62, 2.08, -2.22], [-0.50, 4.47, -7.52], [-1.84, -3.56, 2.80], [1.41, -0.69, 1.00], [0.11, -0.74, -0.30], [0.97, 0.63, 10.63], [1.56, -0.59, -2.29], [-1.08, -1.56, -1.75], [0.27, -0.27, -0.38]]
}

{
  "formula": "F6NO3PRb",
  "method": "wB97M-V/def2-TZVPD",
  "mol_weight_g_mol": 292.43,
  "multiplicity": 1,
  "charge": -1,
  "relative_energy_kj_mol": 6.6,
  "orbital_gap_ev": 7.21,
  "symbols": ["Rb", "P", "F", "F", "F", "F", "F", "F", "N", "O", "O", "O"],
  "xyz": [[19.4904, -20.8948, -0.6418], [16.8556, -20.4676, 1.8033], [17.8864, -19.3512, 1.1609], [17.8222, -20.5350, 3.1064], [15.9855, -19.2227, 2.4497], [15.8388, -21.6010, 2.5276], [15.8743, -20.3896, 0.4769], [17.6424, -21.6931, 1.1669], [22.0858, -18.9600, -2.3188], [21.3360, -18.7728, -1.3366], [23.2079, -19.3798, -2.1293], [21.8257, -18.6145, -3.4563]],
  "forces_ev_per_a": [[0.32, 0.59, -0.11], [-2.75, 1.19, 2.10], [-0.25, -0.87, -0.42], [-0.32, 0.07, -0.33], [0.68, -1.11, -0.23], [0.74, 1.36, -0.80], [0.99, -0.24, 0.65], [0.84, -0.58, -0.91], [1.43, 1.08, 0.04], [-1.65, -0.37, 0.39], [2.14, -1.63, 1.17], [-2.16, 0.52, -1.55]]
}

{
  "formula": "F6Sr4",
  "method": "wB97M-V/def2-TZVPD",
  "mol_weight_g_mol": 464.47,
  "multiplicity": 1,
  "charge": 2,
  "relative_energy_kj_mol": 0.0,
  "orbital_gap_ev": 9.87,
  "symbols": ["Sr", "Sr", "Sr", "Sr", "F", "F", "F", "F", "F", "F"],
  "xyz": [[-2.0739, 0.8147, -0.5479], [0.0635, -2.8281, 0.1945], [1.1443, 1.2197, -2.1808], [1.1739, 0.5987, 2.0561], [1.0915, 2.5648, 0.1353], [2.3464, -1.5704, 1.2822], [-0.8092, -0.3573, -2.6857], [-2.0910, -1.5231, 0.2831], [-1.2582, 1.2201, 1.6839], [0.4127, -0.1389, -0.2207]],
  "forces_ev_per_a": [[0.65, -1.81, 1.50], [-0.30, 2.12, 0.14], [-0.53, -0.55, 1.36], [-0.71, 0.60, -1.60], [0.11, -1.59, -1.04], [-2.00, 0.28, 0.02], [0.75, 1.80, 1.02], [1.29, -0.15, -0.39], [0.63, -0.49, -0.63], [0.11, -0.21, -0.36]]
}

{
  "formula": "F7O2P2Tl",
  "method": "wB97M-V/def2-TZVPD",
  "mol_weight_g_mol": 431.31,
  "multiplicity": 1,
  "charge": 0,
  "relative_energy_kj_mol": 42.3,
  "orbital_gap_ev": 9.77,
  "symbols": ["P", "F", "F", "F", "F", "O", "F", "P", "F", "O", "F", "Tl"],
  "xyz": [[-0.6161, -0.7432, -1.3485], [-0.2261, -1.9041, -2.4009], [-0.1697, 0.3939, -2.4238], [-1.0910, -1.8668, -0.2692], [1.0224, -0.8304, -0.5769], [-0.7390, 0.4794, -0.1338], [-2.1550, -0.5922, -1.8438], [0.0870, 0.6213, 1.2039], [-1.0649, 0.6274, 2.2768], [0.9433, 1.8353, 1.2132], [0.9424, -0.5351, 1.9016], [3.0666, 2.5145, 2.4016]],
  "forces_ev_per_a": [[0.98, -1.19, -0.48], [-0.14, 0.89, 0.83], [0.17, -0.73, 1.21], [0.39, 0.66, -0.30], [-1.25, -0.20, -1.73], [0.14, 0.33, 2.24], [1.26, 0.17, 0.64], [-0.85, -0.95, -0.93], [0.90, 0.32, -0.66], [0.27, 0.03, 0.64], [-1.21, 0.95, -1.02], [-0.65, -0.27, -0.43]]
}

{
  "formula": "F8H2N4Na2O17S8",
  "method": "wB97M-V/def2-TZVPD",
  "mol_weight_g_mol": 784.53,
  "multiplicity": 1,
  "charge": -2,
  "relative_energy_kj_mol": 383.9,
  "orbital_gap_ev": 8.28,
  "symbols": ["Na", "Na", "N", "S", "O", "O", "F", "S", "O", "O", "F", "N", "S", "O", "O", "F", "S", "O", "O", "F", "N", "S", "O", "O", "F", "S", "O", "O", "F", "N", "S", "O", "O", "F", "S", "O", "O", "F", "O", "H", "H"],
  "xyz": [[6.2201, 6.2056, -11.7308], [9.0794, 6.8855, -11.4191], [8.0861, 4.9589, -12.7274], [8.4600, 4.5400, -14.3741], [7.5082, 3.8284, -15.1921], [9.9290, 4.3961, -14.6395], [8.1486, 6.0918, -14.9410], [8.5455, 3.6206, -12.2414], [9.9370, 3.5642, -11.8109], [7.9654, 2.3769, -12.6753], [7.7950, 3.7719, -10.7834], [7.2520, 9.2827, -15.5399], [5.9057, 9.2733, -14.4533], [5.4459, 10.5966, -14.0277], [5.6669, 8.1454, -13.5477], [4.7318, 8.9854, -15.5599], [8.2060, 9.6121, -14.3624], [8.5758, 8.5433, -13.4653], [8.1450, 10.9919, -13.8380], [9.5502, 9.6405, -15.2835], [3.4711, 1.7279, -11.3747], [4.3045, 0.4291, -10.6960], [3.7546, 0.0264, -9.4118], [5.7397, 0.3758, -11.0250], [3.5655, -0.6219, -11.7677], [4.2519, 2.7355, -10.5657], [5.0398, 3.6171, -11.4168], [4.4898, 2.5566, -9.1149], [2.8560, 3.5808, -10.3858], [7.2357, 7.6062, -10.0786], [6.6665, 9.1561, -9.7336], [7.6131, 10.1732, -9.2715], [5.3053, 9.1331, -9.2183], [6.4338, 9.5543, -11.2711], [7.5518, 7.1945, -8.5887], [6.4927, 7.0693, -7.5641], [8.8998, 7.5083, -8.2521], [7.7300, 5.6405, -8.9722], [4.3772, 6.2709, -10.0018], [4.5939, 7.1030, -9.5813], [3.4413, 6.1555, -9.8377]],
  "forces_ev_per_a": [[-1.15, -0.52, -0.11], [0.32, 0.14, -0.41], [-0.56, 1.94, -5.21], [1.61, 4.40, -5.20], [1.04, 0.14, 1.95], [-4.12, 0.00, 1.34], [0.57, -1.72, 1.13], [1.79, -6.90, 9.01], [-1.11, 0.56, -1.01], [0.49, 1.50, -1.23], [0.53, 0.28, -0.78], [-3.57, -0.70, 2.66], [-5.71, 0.67, -1.45], [1.50, -2.17, -0.25], [1.46, 1.23, -1.18], [1.39, -0.25, 0.15], [6.25, 3.41, 0.46], [-0.64, 0.09, 0.64], [0.13, -3.02, -0.66], [-0.61, 0.17, 0.25], [2.09, -5.31, 0.46], [-1.37, -3.04, -2.01], [1.25, -0.07, -1.80], [-2.85, -0.07, 1.02], [1.08, 0.45, 1.07], [-1.46, 7.66, 2.73], [0.07, -0.85, 1.43], [1.15, -0.10, -3.14], [0.01, 1.61, 0.11], [-1.35, 3.31, 0.95], [-1.68, 3.28, -2.87], [-1.42, -2.59, -0.33], [2.03, -0.22, -0.16], [0.43, -0.39, 1.09], [-0.08, -6.14, 3.60], [2.25, 1.65, -2.50], [0.14, 1.09, 0.60], [-0.11, 0.30, -0.18], [0.40, 0.07, -0.41], [0.06, 0.47, 0.37], [-0.21, -0.38, -0.11]]
}

{
  "formula": "FH14O7",
  "method": "wB97M-V/def2-TZVPD",
  "mol_weight_g_mol": 145.10,
  "multiplicity": 1,
  "charge": -1,
  "relative_energy_kj_mol": 79.8,
  "orbital_gap_ev": 10.41,
  "symbols": ["F", "O", "H", "H", "O", "H", "H", "O", "H", "H", "O", "H", "H", "O", "H", "H", "O", "H", "H", "O", "H", "H"],
  "xyz": [[0.0317, -0.2714, 0.3237], [-0.0273, -0.0778, 3.0371], [-0.0247, -0.1203, 2.0722], [0.0677, -0.9867, 3.4255], [0.9727, -0.6982, -2.0451], [1.7960, -0.3196, -2.2341], [0.7921, -0.5617, -1.1319], [-1.2258, -2.4170, -0.2913], [-0.7874, -1.6025, -0.0632], [-1.6724, -2.8497, 0.4490], [2.2176, -1.3628, 1.0194], [1.4453, -0.8259, 0.7952], [1.7544, -2.1834, 1.2295], [0.6808, 2.0421, -0.9280], [1.6523, 2.0660, -1.1316], [0.5576, 1.4067, -0.2049], [-1.4529, 1.2519, -2.3853], [-0.5019, 1.3087, -2.1107], [-1.7853, 1.9718, -1.8937], [-1.6998, 1.3731, 1.0265], [-1.7244, 2.1165, 0.4386], [-1.0665, 0.7403, 0.6034]],
  "forces_ev_per_a": [[0.34, 0.31, 0.16], [0.08, -1.00, 1.61], [-0.03, -0.43, -0.08], [-0.06, 1.39, -1.10], [-1.20, -1.16, -1.78], [1.78, 0.73, -0.26], [-0.39, 0.19, 1.38], [-0.87, -2.05, -0.68], [0.15, 0.82, 0.76], [0.40, 0.77, -0.10], [0.38, -0.70, 0.35], [-0.15, 0.47, -0.16], [0.39, -0.12, -0.06], [1.71, 0.79, -0.28], [-1.51, -0.15, 0.47], [0.18, -0.27, -0.03], [1.40, -0.83, -0.66], [-0.81, -0.50, -0.45], [-0.98, 1.24, 0.76], [-0.08, -0.23, 0.24], [-0.06, 0.55, -0.38], [-0.67, 0.21, 0.29]]
}

{
  "formula": "FH2ISi",
  "method": "wB97M-V/def2-TZVPD",
  "mol_weight_g_mol": 176.00,
  "multiplicity": 1,
  "charge": 0,
  "relative_energy_kj_mol": 0.0,
  "orbital_gap_ev": 10.37,
  "symbols": ["F", "Si", "I", "H", "H"],
  "xyz": [[0.7969, -0.1524, -1.8572], [0.0979, -0.4272, -0.4495], [-0.3552, -2.8274, -0.6508], [-1.1715, 0.2855, -0.0612], [0.9124, -0.3867, 0.6966]],
  "forces_ev_per_a": [[-0.11, 0.74, 0.31], [-1.48, -1.26, -0.34], [-0.18, 0.15, 0.06], [0.55, -0.05, -0.79], [1.22, 0.42, 0.75]]
}

{
  "formula": "FH2NS2",
  "method": "wB97M-V/def2-TZVPD",
  "mol_weight_g_mol": 99.16,
  "multiplicity": 1,
  "charge": 0,
  "relative_energy_kj_mol": 103.9,
  "orbital_gap_ev": 8.22,
  "symbols": ["N", "F", "S", "S", "H", "H"],
  "xyz": [[0.5232, -1.2610, 0.9051], [1.1178, -0.4385, 3.2707], [1.5424, 1.8947, -1.2565], [1.7017, -1.1974, 1.8409], [1.5035, 0.6954, -1.2019], [2.5944, 2.2504, -2.0623]],
  "forces_ev_per_a": [[3.92, -0.12, 2.23], [1.06, -0.68, -0.89], [-0.11, 6.40, 0.00], [-4.96, 0.84, -1.35], [0.60, -5.34, -0.40], [-0.51, -1.10, 0.41]]
}

{
  "formula": "FH3N2O2S",
  "method": "wB97M-V/def2-TZVPD",
  "mol_weight_g_mol": 114.10,
  "multiplicity": 1,
  "charge": 0,
  "relative_energy_kj_mol": 28.0,
  "orbital_gap_ev": 11.92,
  "symbols": ["N", "N", "S", "O", "O", "F", "H", "H", "H"],
  "xyz": [[-0.3343, 0.1488, -1.4738], [-0.7181, -0.1926, -0.1536], [0.1945, 0.0438, 1.1021], [-0.4276, -0.0604, 2.3332], [1.0852, 1.2022, 0.8400], [1.2310, -1.2579, 0.8765], [-0.6460, 1.1271, -1.6574], [0.6501, 0.1742, -1.6791], [-1.0349, -1.1852, -0.1880]],
  "forces_ev_per_a": [[-0.92, 1.91, -0.58], [-1.60, -2.02, -1.79], [7.09, 3.40, -1.83], [-1.43, -1.16, 1.63], [-2.44, -2.86, 0.39], [-1.36, 1.23, 0.78], [0.10, -1.13, 0.38], [0.63, -0.48, 0.66], [-0.07, 1.12, 0.35]]
}

{
  "formula": "FH3N2O2S",
  "method": "wB97M-V/def2-TZVPD",
  "mol_weight_g_mol": 114.10,
  "multiplicity": 1,
  "charge": 0,
  "relative_energy_kj_mol": 325.5,
  "orbital_gap_ev": 10.51,
  "symbols": ["N", "N", "O", "O", "F", "S", "H", "H", "H"],
  "xyz": [[0.2407, 0.7363, 1.0004], [-0.2690, -1.0824, -0.9263], [1.5621, -1.4584, 0.7410], [1.9034, 0.2640, -0.9901], [-1.1986, -1.3753, 0.0223], [1.0147, -0.4345, -0.0192], [0.7213, 0.6892, 1.8244], [0.3148, 1.6725, 0.6553], [-0.0558, -2.3882, -1.3532]],
  "forces_ev_per_a": [[-0.76, -1.97, -3.43], [0.32, -3.80, -2.62], [0.89, -1.88, 2.46], [-2.62, -1.56, 2.01], [-1.64, -0.34, 1.25], [2.17, 4.47, -3.36], [1.37, -0.45, 2.93], [0.08, 0.35, -0.79], [0.18, 5.17, 1.54]]
}

{
  "formula": "FH3N2O2S",
  "method": "wB97M-V/def2-TZVPD",
  "mol_weight_g_mol": 114.10,
  "multiplicity": 1,
  "charge": 0,
  "relative_energy_kj_mol": 73.2,
  "orbital_gap_ev": 9.27,
  "symbols": ["N", "N", "O", "O", "F", "S", "H", "H", "H"],
  "xyz": [[0.0983, -0.8856, -1.5272], [-0.5767, 0.0420, -1.1044], [1.7919, 0.9640, -0.1922], [0.0706, 0.8522, 1.5300], [-0.9639, -1.1487, 1.5492], [0.5092, 1.4440, 0.2439], [1.0922, -0.6348, -1.6213], [-0.4607, -0.4242, 1.8590], [-1.5609, -0.2089, -0.7370]],
  "forces_ev_per_a": [[-1.57, -0.37, 0.05], [-0.22, -0.76, 1.48], [0.21, -0.01, -0.41], [0.89, 2.29, -1.49], [-1.13, -1.94, -0.15], [0.02, -0.14, 1.74], [0.13, 0.75, 0.05], [0.24, 0.28, 0.03], [1.42, -0.10, -1.30]]
}

no.,calculated total energy (Ha)
1,-675.98515
2,-4379.86030
3,-1245.36168
4,-721.95554
5,-1705.06788
6,-5808.41401
7,-635.03218
8,-688.32386
9,-952.10028
10,-759.78717
11,-759.67386
12,-759.76997